The following is a DFT calculation (ωB97M-V with the def2-TZVPD basis set) of a cluster of 2 separate species, C4H14NOS in total at a distorted geometry.

Properties
net charge: +1
HOMO level: -13.334 eV
2S+1: 1
Kohn-Sham gap: 10.33 eV

Geometry (Å):
C  -2.1196  0.3515  -0.5266
C  -0.9390  0.4592  0.4174
C  0.3124  1.1087  -0.2347
C  1.6807  0.8477  0.3791
S  1.8563  0.6943  2.2184
N  -0.5680  -0.9129  0.9318
H  -1.9403  -0.5452  -1.1218
H  -3.0661  0.1799  -0.0068
H  -2.3298  1.2582  -1.0830
H  -1.2150  1.0085  1.3197
H  0.0532  2.1642  -0.2483
H  0.3510  0.6160  -1.2111
H  2.1998  -0.0263  -0.0407
H  2.4501  1.5375  0.0197
H  1.6617  1.9912  2.4517
H  -0.1070  -1.4971  0.2238
H  0.2271  -0.7156  1.5720
H  -1.2273  -1.4607  1.4833
H  1.2578  -2.9858  -1.8684
H  0.7415  -1.8887  -2.7934
O  0.7205  -2.1848  -1.8821

Atom charges from the Mulliken analysis, given in e for atoms 1 to 8:
1 C -1.364
2 C 0.177
3 C -0.413
4 C -0.960
5 S -0.238
6 N -0.171
7 H 0.353
8 H 0.395